{
  "formula": "C56H97N2O22",
  "method": "ωB97M-V/def2-TZVPD",
  "species": ["C", "C", "C", "O", "O", "C", "C", "C", "C", "C", "C", "C", "C", "N", "N", "C", "C", "C", "C", "C", "O", "C", "C", "O", "C", "C", "C", "C", "C", "C", "C", "C", "C", "C", "C", "C", "C", "C", "H", "H", "H", "H", "H", "H", "H", "H", "H", "H", "H", "H", "H", "H", "H", "H", "H", "H", "H", "H", "H", "H", "H", "H", "H", "H", "H", "H", "H", "H", "H", "H", "H", "H", "H", "H", "H", "H", "H", "H", "H", "H", "H", "H", "H", "H", "H", "H", "H", "C", "C", "O", "C", "O", "O", "C", "H", "H", "H", "H", "H", "H", "H", "H", "C", "C", "O", "C", "O", "O", "C", "H", "H", "H", "H", "H", "H", "H", "H", "C", "C", "O", "C", "O", "O", "C", "H", "H", "H", "H", "H", "H", "H", "H", "C", "C", "O", "C", "O", "O", "C", "H", "H", "H", "H", "H", "H", "H", "H", "C", "C", "O", "C", "O", "O", "C", "H", "H", "H", "H", "H", "H", "H", "H", "C", "C", "O", "C", "O", "O", "C", "H", "H", "H", "H", "H", "H", "H", "H"],
  "xyz": [[1.0862, -1.6673, 4.8733], [1.7009, -0.6408, 5.4261], [1.9542, 0.6351, 4.6955], [1.5746, 1.6842, 5.1830], [2.5990, 0.5948, 3.4935], [3.7042, 1.5028, 3.4240], [4.9489, 1.0429, 4.1741], [5.6518, -0.1389, 3.4929], [5.0294, -1.4823, 3.9224], [4.9595, -2.5323, 2.7985], [3.5166, -2.9393, 2.4081], [3.1130, -2.6498, 0.9946], [3.7207, -1.6495, 0.2899], [3.3259, -1.4131, -0.9248], [2.3671, -2.0151, -1.5738], [1.7725, -2.9721, -0.9353], [0.6536, -3.6871, -1.6404], [2.1219, -3.3587, 0.3677], [1.4226, -4.4912, 1.0326], [0.2290, -3.9166, 1.8332], [-0.9694, -4.5769, 1.5072], [-2.0419, -3.6209, 1.6345], [-3.3736, -4.3410, 1.6955], [-4.5148, -3.4906, 1.6049], [-4.2410, -2.1471, 1.8267], [-4.1030, -1.6829, 3.0998], [-3.7850, -0.3868, 3.2724], [-3.5812, 0.4583, 2.2134], [-3.1753, 1.9089, 2.5143], [-4.4207, 2.5139, 3.2431], [-2.0665, 1.8487, 3.5937], [-2.9118, 2.7867, 1.2744], [-1.5276, 3.4320, 1.0744], [-0.3325, 2.4630, 1.0298], [-1.2648, 4.6747, 1.9782], [-1.6007, 4.0420, -0.3710], [-3.7596, -0.0596, 0.9769], [-4.0813, -1.3621, 0.7587], [0.6832, -1.6058, 3.8696], [0.9401, -2.5947, 5.4050], [2.0595, -0.7254, 6.4407], [3.9832, 1.6133, 2.3776], [3.4256, 2.5019, 3.7485], [4.7199, 0.7913, 5.2116], [5.6041, 1.9117, 4.2299], [5.6637, -0.0002, 2.4089], [6.6919, -0.0679, 3.8075], [4.0646, -1.2928, 4.3787], [5.6562, -1.8791, 4.7188], [5.5758, -2.2220, 1.9574], [5.4345, -3.4330, 3.1808], [2.8470, -2.3291, 3.0237], [3.3041, -3.9605, 2.6964], [4.5215, -1.0743, 0.7186], [3.8111, -0.6786, -1.4309], [0.9541, -4.6515, -2.0368], [-0.1661, -3.7660, -0.9280], [0.3015, -3.0131, -2.4159], [2.1057, -4.9540, 1.7335], [1.0694, -5.1808, 0.2748], [0.3749, -3.9501, 2.9172], [0.1495, -2.8490, 1.5886], [-1.9512, -2.9464, 0.7813], [-1.8632, -3.0794, 2.5627], [-3.4261, -4.8483, 2.6641], [-3.4455, -5.1347, 0.9560], [-4.2405, -2.3815, 3.9111], [-3.6876, -0.0472, 4.2904], [-4.6581, 1.9489, 4.1404], [-5.2662, 2.4965, 2.5590], [-4.1659, 3.5186, 3.5824], [-1.3516, 2.6626, 3.5700], [-1.4911, 0.9327, 3.4393], [-2.4789, 1.7470, 4.5917], [-3.6250, 3.6125, 1.2927], [-3.1362, 2.2758, 0.3438], [0.0839, 2.2992, 2.0244], [-0.5631, 1.4983, 0.5775], [0.4586, 2.9512, 0.4643], [-2.2209, 4.9944, 2.3799], [-0.5625, 4.3715, 2.7547], [-0.7767, 5.4336, 1.3749], [-0.6148, 4.2510, -0.7812], [-2.1322, 4.9888, -0.2672], [-2.1486, 3.4054, -1.0656], [-3.6316, 0.5567, 0.0988], [-4.1783, -1.7303, -0.2482], [-4.8753, 3.5892, 8.0889], [-4.2126, 2.8198, 9.2118], [-3.2182, 1.9127, 8.7116], [-2.0522, 2.4676, 8.3839], [-1.7652, 3.6319, 8.4846], [-1.2566, 1.5083, 7.9075], [0.0119, 1.9791, 7.4350], [-5.2695, 2.9032, 7.3374], [-5.6917, 4.2001, 8.4735], [-4.1623, 4.2438, 7.5883], [-4.9496, 2.2036, 9.7235], [-3.7763, 3.4889, 9.9527], [0.5183, 2.5722, 8.1955], [-0.1221, 2.5590, 6.5297], [0.6104, 1.1111, 7.2124], [3.8792, -7.0171, -8.1167], [3.2157, -7.5369, -6.8598], [3.7008, -6.8489, -5.6897], [3.1895, -5.6483, -5.4793], [2.3606, -5.0845, -6.1472], [3.7640, -5.1276, -4.3834], [3.3494, -3.7896, -4.1245], [4.9649, -7.0586, -8.0202], [3.5769, -7.6089, -8.9798], [3.6109, -5.9770, -8.3015], [3.4651, -8.5860, -6.7185], [2.1304, -7.4665, -6.9197], [2.2645, -3.7090, -4.0959], [3.7581, -3.1208, -4.8818], [3.7508, -3.5044, -3.1563], [-1.2295, -11.0665, -4.1271], [-1.4073, -12.1062, -5.2132], [-2.1335, -11.5782, -6.3315], [-1.4301, -10.8120, -7.1620], [-0.2597, -10.5431, -7.0624], [-2.2504, -10.3783, -8.1180], [-1.6481, -9.4725, -9.0444], [-2.1942, -10.6439, -3.8428], [-0.7631, -11.5094, -3.2470], [-0.6036, -10.2435, -4.4716], [-2.0008, -12.9369, -4.8363], [-0.4501, -12.5115, -5.5403], [-0.7372, -9.8906, -9.4671], [-1.4380, -8.5218, -8.5557], [-2.3664, -9.3094, -9.8424], [-5.5530, 10.3702, 1.2223], [-6.1009, 9.0835, 1.8013], [-5.0466, 8.1718, 2.1482], [-4.4174, 8.4355, 3.2920], [-4.6603, 9.3390, 4.0470], [-3.4519, 7.5253, 3.4503], [-2.6355, 7.7368, 4.6042], [-4.8862, 10.1581, 0.3852], [-6.3647, 11.0093, 0.8756], [-4.9759, 10.9198, 1.9651], [-6.7066, 8.5707, 1.0563], [-6.7374, 9.2721, 2.6653], [-3.2379, 7.8331, 5.5046], [-2.0169, 8.6225, 4.4658], [-1.9878, 6.8699, 4.7063], [1.5893, -1.7904, -6.9300], [2.8204, -0.9946, -7.3064], [2.4792, 0.1997, -8.0222], [2.0433, 1.2086, -7.2709], [1.9355, 1.2053, -6.0687], [1.7360, 2.2217, -8.0768], [1.1738, 3.3561, -7.4131], [0.9795, -1.9908, -7.8115], [1.8694, -2.7389, -6.4733], [0.9658, -1.2382, -6.2257], [3.4462, -1.5803, -7.9776], [3.4234, -0.7489, -6.4310], [1.8074, 3.6853, -6.5924], [0.1750, 3.1199, -7.0492], [1.1039, 4.1526, -8.1480], [3.1758, 5.7222, -5.1074], [2.5414, 5.1855, -3.8413], [2.7894, 6.0579, -2.7307], [2.0233, 7.1520, -2.6760], [1.1544, 7.4488, -3.4524], [2.4025, 7.8662, -1.6173], [1.7220, 9.1174, -1.4807], [4.2369, 5.9183, -4.9486], [3.0659, 5.0086, -5.9243], [2.7149, 6.6625, -5.4077], [2.9878, 4.2258, -3.5851], [1.4711, 5.0199, -3.9670], [0.6430, 8.9819, -1.5011], [2.0330, 9.8001, -2.2697], [2.0094, 9.5324, -0.5190]],
  "atomic_forces_ev_per_a": [[-0.240, -0.227, -0.290], [0.410, -0.359, -0.752], [-0.988, 1.914, 0.970], [1.089, -1.115, -0.940], [0.106, -0.882, 0.509], [0.645, 0.873, -0.147], [-0.269, -0.083, -0.408], [-0.073, 0.411, 0.817], [0.796, 0.219, -0.300], [-0.270, -0.565, 0.742], [0.331, 1.040, 0.210], [0.120, -0.969, 1.363], [0.330, 0.007, 0.703], [0.667, 1.232, -0.830], [0.192, 0.662, -0.735], [-1.029, -1.365, -0.108], [-0.137, 1.282, 0.231], [0.174, -0.343, -0.047], [-0.174, 0.409, 0.405], [-0.195, 0.041, -0.184], [-0.179, 0.213, -0.123], [0.513, -0.501, -0.167], [-0.160, -0.405, 0.874], [0.221, -0.189, -0.319], [-0.525, -2.531, 0.123], [-0.401, -1.206, 0.458], [0.192, 0.546, 1.694], [0.606, 1.571, 0.345], [-1.098, -0.037, 1.051], [0.633, -0.061, -0.219], [0.590, -0.557, -0.573], [0.566, 0.142, 0.377], [0.230, 0.593, -1.782], [0.032, 0.341, 0.743], [0.389, -1.581, -0.179], [-0.533, 0.092, 0.601], [0.298, 1.279, -1.800], [-0.114, 0.326, -1.396], [0.040, -0.011, -0.080], [-0.156, -0.031, 0.152], [0.077, 0.341, 0.145], [-0.292, -0.213, -0.210], [-0.396, -0.050, 0.207], [-0.084, -0.027, 0.073], [0.100, 0.047, -0.110], [-0.160, 0.014, -0.077], [0.166, -0.371, -0.147], [-0.232, -0.166, -0.167], [-0.022, -0.043, 0.120], [-0.043, -0.024, -0.137], [0.124, -0.117, -0.169], [-0.112, -0.052, 0.020], [0.113, -0.152, -0.150], [0.120, 0.320, -0.238], [-0.294, -0.038, -0.301], [-0.059, -0.118, -0.004], [-0.105, -0.473, -0.067], [0.042, -0.267, -0.389], [0.001, -0.500, -0.247], [-0.077, -0.295, 0.244], [0.288, -0.181, 0.021], [-0.150, 0.066, -0.053], [-0.245, 0.233, 0.039], [-0.224, 0.323, -0.022], [0.120, -0.084, 0.054], [-0.018, 0.188, -0.366], [-0.051, 0.071, 0.232], [0.096, 0.236, 0.128], [-0.152, -0.182, -0.017], [-0.188, 0.286, 0.117], [-0.234, 0.202, -0.212], [-0.236, 0.251, 0.115], [0.256, 0.060, -0.001], [-0.129, 0.243, 0.142], [-0.037, 0.071, 0.008], [-0.021, -0.283, 0.109], [-0.056, -0.274, 0.052], [-0.116, -0.008, -0.101], [0.151, -0.141, -0.139], [0.137, 0.464, 0.191], [-0.174, 0.369, 0.380], [-0.096, 0.311, 0.176], [0.079, 0.063, 0.056], [-0.149, 0.014, -0.424], [0.085, -0.042, -0.100], [0.025, 0.080, -0.003], [-0.122, -0.246, -0.103], [0.183, 0.010, -0.240], [-0.403, 0.285, 0.100], [0.037, -0.091, 0.089], [-0.092, -0.016, -0.085], [0.032, -0.001, 0.017], [0.046, -0.022, 0.089], [-0.108, 0.155, 0.318], [-0.106, -0.032, 0.086], [-0.011, -0.032, 0.025], [0.018, 0.050, 0.093], [0.137, -0.202, -0.054], [0.160, 0.001, -0.100], [-0.112, 0.090, -0.013], [-0.018, 0.103, 0.021], [-0.165, -0.227, 0.037], [0.116, 0.320, 0.078], [-0.088, -0.294, -0.551], [-0.073, -0.031, 0.177], [0.146, -0.090, -0.177], [-0.047, -0.041, 0.034], [-0.082, 0.025, 0.129], [0.091, 0.156, 0.065], [-0.007, -0.144, -0.024], [-0.005, -0.042, 0.032], [-0.104, -0.035, -0.020], [0.090, 0.063, 0.266], [0.009, 0.167, 0.110], [0.003, 0.029, -0.137], [-0.144, 0.042, -0.038], [0.158, -0.225, 0.006], [-0.012, 0.280, -0.096], [0.183, -0.148, 0.415], [-0.021, -0.104, -0.072], [-0.090, 0.060, 0.089], [0.038, 0.011, -0.026], [0.022, -0.022, -0.041], [0.004, 0.139, -0.220], [-0.030, -0.118, 0.062], [-0.026, -0.042, -0.010], [0.075, -0.073, -0.023], [-0.164, 0.041, -0.179], [0.011, 0.134, -0.123], [0.049, 0.006, 0.106], [0.109, -0.040, 0.019], [-0.122, -0.099, 0.100], [0.286, 0.044, 0.092], [-0.320, 0.337, -0.203], [-0.056, -0.151, 0.026], [0.034, 0.069, -0.134], [-0.007, -0.036, 0.041], [0.000, -0.101, 0.043], [0.235, -0.057, 0.189], [-0.111, -0.030, -0.077], [-0.022, -0.036, -0.012], [-0.091, 0.005, 0.060], [0.151, -0.201, 0.021], [0.154, -0.012, 0.112], [-0.056, 0.113, -0.054], [-0.095, 0.074, 0.072], [-0.083, -0.080, -0.186], [-0.239, 0.178, 0.102], [0.011, -0.489, 0.162], [0.132, 0.092, 0.030], [-0.093, -0.072, -0.101], [0.071, 0.040, 0.025], [0.045, 0.026, 0.042], [-0.119, 0.220, -0.001], [0.097, -0.092, -0.043], [0.012, -0.041, -0.106], [0.078, 0.039, 0.035], [-0.022, 0.185, -0.177], [-0.089, 0.160, 0.014], [-0.119, -0.191, -0.012], [0.042, -0.026, 0.104], [0.058, -0.115, -0.126], [0.037, 0.265, -0.005], [0.010, -0.194, -0.453], [-0.083, -0.116, 0.178], [0.155, 0.022, -0.064], [-0.040, -0.062, 0.011], [-0.031, -0.044, 0.050], [-0.072, 0.243, 0.132], [0.023, -0.132, -0.001], [0.107, 0.072, 0.089], [-0.096, -0.052, -0.008], [0.076, 0.098, 0.244], [-0.036, 0.187, 0.058], [0.011, -0.036, -0.119], [-0.096, -0.040, -0.065], [0.125, -0.143, 0.015]],
  "lowdin_charge": [0.03, -0.07, -0.45, 0.11, -0.02, -0.17, -0.16, -0.18, -0.17, -0.15, -0.09, -0.10, 0.04, 0.08, 0.17, -0.23, 0.02, -0.08, -0.06, -0.20, -0.12, -0.17, -0.14, -0.04, -0.33, 0.00, -0.04, -0.18, -0.41, -0.03, -0.03, -0.11, -0.54, -0.05, -0.03, -0.06, -0.02, -0.02, 0.06, 0.08, 0.12, 0.12, 0.12, 0.13, 0.12, 0.09, 0.11, 0.08, 0.12, 0.10, 0.11, 0.10, 0.11, 0.14, 0.19, 0.11, 0.08, 0.10, 0.11, 0.13, 0.13, 0.12, 0.13, 0.12, 0.13, 0.13, 0.14, 0.12, 0.07, 0.10, 0.09, 0.06, 0.08, 0.08, 0.12, 0.08, 0.06, 0.08, 0.07, 0.08, 0.07, 0.08, 0.07, 0.08, 0.08, 0.11, 0.14, -0.06, -0.21, 0.03, -0.61, 0.13, 0.01, -0.04, 0.08, 0.08, 0.07, 0.12, 0.12, 0.10, 0.09, 0.06, -0.06, -0.19, 0.05, -0.60, 0.12, 0.01, -0.06, 0.08, 0.08, 0.07, 0.13, 0.12, 0.08, 0.10, 0.07, -0.07, -0.21, 0.04, -0.61, 0.11, 0.01, -0.04, 0.08, 0.08, 0.07, 0.12, 0.12, 0.09, 0.10, 0.09, -0.07, -0.21, 0.03, -0.61, 0.13, -0.01, -0.04, 0.08, 0.08, 0.08, 0.12, 0.12, 0.10, 0.10, 0.09, -0.06, -0.21, 0.05, -0.61, 0.11, 0.02, -0.03, 0.09, 0.04, 0.08, 0.13, 0.12, 0.06, 0.10, 0.10, -0.06, -0.21, 0.03, -0.61, 0.13, 0.01, -0.04, 0.09, 0.05, 0.08, 0.12, 0.12, 0.10, 0.10, 0.09],
  "e_tot_ha": -3956.5284,
  "e_above_lowest_kj_mol": 0.0,
  "fmax_ha_per_bohr": 0.0503,
  "gap_ev": 6.447,
  "charge": 1,
  "e_lumo_ha": -0.1548
}